(1)
Molecular formula: C24H44NO8
Method: DFT, ωB97M-V/def2-TZVPD

Structure (XYZ):
```
77
Properties=species:S:1:pos:R:3:forces:R:3
O -3.904 -2.317 1.406 0.69 0.70 -0.38
C -3.271 -1.344 1.032 -0.68 -0.83 0.64
C -1.771 -1.561 0.751 0.32 0.72 -0.59
C -0.825 -0.530 1.361 -0.78 -0.30 1.65
C -0.956 -0.211 2.873 1.13 0.02 -0.35
C 0.391 0.553 3.062 -0.10 -0.07 -0.52
C 0.683 1.264 4.403 0.00 -0.02 -0.29
O -0.118 0.798 5.460 0.13 0.19 0.18
C -1.361 1.474 5.562 -0.32 -0.34 -1.13
O -2.333 0.494 5.768 0.49 0.83 0.81
C -3.288 0.816 6.781 -0.86 -1.22 0.10
C -3.703 -0.519 7.451 0.69 0.29 -1.02
O -3.913 -1.501 6.438 -0.29 0.23 0.29
C 1.356 -0.537 2.553 0.28 0.48 1.81
N 0.622 -1.033 1.332 1.06 1.05 -0.38
C -4.012 -0.045 0.827 0.56 -0.25 -0.08
C -5.362 -0.159 0.548 -0.68 -1.01 -0.10
C -6.164 0.937 0.381 -0.66 0.66 0.02
C -5.635 2.214 0.497 -0.45 -0.15 -0.16
C -4.291 2.336 0.749 0.50 1.16 0.20
C -3.485 1.237 0.923 0.73 -0.50 -0.05
H -1.628 -1.513 -0.342 -0.16 -0.15 0.18
H -1.496 -2.571 1.072 -0.30 0.14 0.12
H -0.826 0.431 0.844 0.09 -0.40 -0.32
H -0.837 -1.154 3.426 -0.55 0.24 0.12
H -1.853 0.316 3.193 0.03 -0.16 -0.26
H 0.456 1.330 2.279 -0.20 0.04 0.25
H 1.740 1.147 4.668 -0.22 -0.07 0.12
H 0.515 2.338 4.239 0.13 -0.18 0.10
H -1.357 2.269 6.320 0.13 -0.39 0.18
H -1.569 1.948 4.582 0.11 0.12 0.27
H -2.898 1.482 7.559 -0.02 0.15 -0.34
H -4.174 1.225 6.269 0.19 0.31 0.35
H -2.840 -0.870 8.025 -0.38 -0.06 0.18
H -4.602 -0.384 8.065 0.28 0.04 0.11
H -4.480 -1.093 5.772 -0.03 -0.25 -0.01
H 1.522 -1.307 3.318 -0.62 -0.23 -0.39
H 2.379 -0.195 2.362 -0.39 0.11 -0.70
H 1.052 -0.492 0.579 0.15 -0.85 -0.44
H 0.758 -2.036 1.205 -0.28 0.07 -0.31
H -5.820 -1.141 0.466 0.26 0.06 0.06
H -7.229 0.826 0.191 0.19 -0.13 -0.04
H -6.273 3.085 0.388 0.15 -0.08 -0.01
H -3.845 3.325 0.834 -0.10 -0.13 -0.01
H -2.434 1.392 1.140 -0.20 0.10 -0.01
C 1.390 -0.333 -4.402 0.16 0.03 0.06
O 0.496 -0.747 -3.375 -0.07 0.03 -0.03
C -0.806 -0.194 -3.514 0.11 -0.26 0.23
C -1.770 -1.176 -4.152 -0.17 0.23 -0.28
O -1.411 -1.469 -5.488 0.20 -0.05 0.18
C -0.715 -2.699 -5.625 -0.08 -0.01 -0.07
H 2.251 -1.000 -4.391 -0.01 0.01 0.09
H 0.926 -0.372 -5.388 -0.07 0.00 0.03
H 1.739 0.685 -4.202 -0.02 0.02 -0.09
H -0.772 0.740 -4.082 -0.02 -0.03 -0.05
H -1.160 0.041 -2.502 -0.09 0.06 -0.03
H -2.765 -0.720 -4.180 -0.01 -0.01 0.06
H -1.839 -2.095 -3.559 0.06 0.01 0.03
H -1.419 -3.536 -5.574 0.05 -0.05 0.03
H 0.052 -2.821 -4.857 -0.01 0.01 0.01
H -0.234 -2.704 -6.602 -0.06 0.03 -0.02
C 7.652 1.220 -2.710 0.18 0.04 0.00
O 7.863 0.874 -4.066 -0.24 -0.05 0.11
C 7.478 -0.459 -4.368 0.15 0.21 -0.24
C 6.110 -0.516 -5.018 -0.09 -0.28 0.19
O 5.083 -0.082 -4.133 0.07 0.16 0.01
C 4.687 1.260 -4.364 -0.04 -0.11 -0.03
H 7.698 2.306 -2.629 0.04 -0.01 -0.06
H 6.680 0.880 -2.345 -0.01 -0.02 -0.03
H 8.444 0.792 -2.086 -0.06 -0.01 0.07
H 7.506 -1.081 -3.467 -0.06 0.00 0.00
H 8.216 -0.854 -5.073 -0.02 -0.04 0.01
H 5.890 -1.556 -5.277 0.02 0.01 -0.03
H 6.096 0.070 -5.941 0.04 0.04 0.03
H 4.034 1.307 -5.242 0.02 0.13 -0.03
H 5.545 1.918 -4.513 0.00 -0.02 -0.01
H 4.132 1.602 -3.491 -0.02 -0.05 0.00
```
Positions in Å, forces in eV/Å.

Values from the calculation:
Charge ... +1
E_LUMO ... -2.980 eV
Gap between HOMO and LUMO ... 8.0 eV
DFT total energy ... -1597.16274 hartree
E_HOMO ... -11.0 eV

---

(2)
Molecular formula: C3H4N4
Method: DFT, ωB97M-V/def2-TZVPD

Structure (XYZ):
```
11
Properties=species:S:1:pos:R:3:forces:R:3
N 1.901 -0.196 -0.593 0.18 -0.04 -0.06
C 0.574 -0.144 -0.262 -0.25 -0.02 0.00
C 0.096 0.654 0.801 -0.11 -0.06 0.02
N -1.177 0.653 1.116 0.13 -0.06 -0.19
C -1.956 -0.145 0.363 0.02 0.00 -0.07
N -1.548 -0.915 -0.628 0.04 0.14 0.15
N -0.261 -0.917 -0.951 0.11 0.16 0.17
H 2.497 0.586 -0.374 -0.14 -0.07 0.02
H 2.126 -0.695 -1.440 -0.09 0.07 0.06
H 0.769 1.276 1.390 -0.06 -0.07 -0.09
H -3.020 -0.156 0.578 0.17 -0.04 0.00
```
Positions in Å, forces in eV/Å.

Values from the calculation:
Relative energy (zero: lowest compared OMol25 entry of this formula, charge and spin) ... 36.8 kcal/mol
SMILES ... Nc1cncnn1
E_LUMO ... 0.196 eV
Gap between HOMO and LUMO ... 9.5 eV
DFT total energy ... -335.71468 hartree
E_HOMO ... -9.3 eV